Entry 1:
DFT (ωB97M-V with the def2-TZVPD basis set) results for a single C17H14N2O7 molecule.

Summary:
gap between HOMO and LUMO = 7.31 eV
SMILES string = O=C(COC(=O)c1cccc([N+](=O)[O-])c1)NCc1ccc2c(c1)OCO2
largest force on an atom = 1.354 eV/A
total charge = 0
DFT total energy = -1292.34435 hartree
relative energy (zero: lowest compared OMol25 entry of this formula, charge and spin) = 67.7 kcal/mol

Each line ends with the Löwdin charge.
Atoms and positions in Å:
1 O 2.788 -2.669 0.872  0.097
2 C 2.274 -2.439 -0.197  -0.463
3 N 1.043 -2.850 -0.557  0.077
4 H 0.694 -2.624 -1.477  0.114
5 C 0.107 -3.351 0.431  -0.118
6 C -0.396 -2.237 1.322  -0.204
7 C -0.440 -2.406 2.696  -0.035
8 C -0.864 -1.393 3.552  0.019
9 C -1.218 -0.196 2.979  -0.201
10 C -1.168 -0.012 1.596  -0.182
11 C -0.777 -1.018 0.748  0.059
12 H -0.765 -0.865 -0.319  0.120
13 O -1.560 1.268 1.294  0.015
14 C -1.809 1.895 2.541  -0.151
15 O -1.656 0.950 3.576  0.046
16 H -2.834 2.295 2.550  0.145
17 H -1.092 2.718 2.691  0.128
18 H -0.900 -1.531 4.619  0.119
19 H -0.131 -3.348 3.120  0.114
20 H -0.720 -3.830 -0.098  0.131
21 H 0.622 -4.096 1.043  0.123
22 C 2.972 -1.604 -1.289  -0.038
23 H 3.980 -1.348 -0.961  0.139
24 H 2.992 -2.145 -2.240  0.135
25 O 2.275 -0.368 -1.441  0.033
26 C 1.253 -0.330 -2.289  -0.459
27 O 0.927 -1.252 -3.006  0.100
28 C 0.502 0.950 -2.227  -0.108
29 C 0.545 1.744 -1.088  0.072
30 C -0.290 2.847 -1.017  -0.140
31 C -1.135 3.191 -2.065  0.024
32 C -1.147 2.411 -3.207  -0.039
33 C -0.346 1.284 -3.282  0.011
34 H -0.370 0.642 -4.149  0.125
35 H -1.795 2.670 -4.030  0.112
36 H -1.772 4.057 -1.965  0.123
37 N -0.315 3.630 0.194  -0.362
38 O 0.542 3.419 1.023  0.087
39 O -1.202 4.447 0.314  0.090
40 H 1.185 1.494 -0.256  0.139

Cartesian forces (eV/Å) of the 2 atoms listed first:
0.15 -0.04 0.38
0.30 0.32 -0.69

---

Entry 2:
DFT (ωB97M-V with the def2-TZVPD basis set) results for a single C4H2 molecule.

Summary:
gap between HOMO and LUMO = 9.15 eV
SMILES string = C1=C2C=C12
largest force on an atom = 1.780 eV/A
total charge = 0
DFT total energy = -153.37909 hartree
relative energy (zero: lowest compared OMol25 entry of this formula, charge and spin) = 64.0 kcal/mol

Each line ends with the Löwdin charge.
Atoms and positions in Å:
1 C -1.141 0.249 -0.126  0.032
2 C 1.178 -0.134 -0.053  -0.106
3 C 0.457 0.966 0.049  0.067
4 C -0.190 -0.591 0.083  -0.117
5 H -2.052 0.593 0.240  0.049
6 H 2.083 -0.641 -0.217  0.076

Cartesian forces (eV/Å) of the 2 atoms listed first:
1.42 -0.79 0.72
-0.35 0.63 0.57

---

Entry 3:
DFT (ωB97M-V with the def2-TZVPD basis set) results for an isolated ion of composition C2H7O3SSi and charge -1.

Summary:
gap between HOMO and LUMO = 6.23 eV
SMILES string = CO[Si@H](C)OS[O-]
largest force on an atom = 4.675 eV/A
total charge = -1
DFT total energy = -993.81936 hartree
relative energy (zero: lowest compared OMol25 entry of this formula, charge and spin) = 63.6 kcal/mol

Each line ends with the Löwdin charge.
Atoms and positions in Å:
1 C -1.871 -1.635 0.077  -0.322
2 C 0.809 0.839 -1.463  -0.210
3 O 1.305 -0.082 1.261  -0.646
4 O 2.605 2.196 1.986  -0.821
5 O -0.802 -1.089 -0.554  -0.369
6 Si 0.280 0.580 0.274  0.514
7 S 2.489 0.718 2.411  0.602
8 H -2.342 -1.039 0.808  0.034
9 H -1.443 -2.539 0.530  0.070
10 H -2.635 -1.876 -0.651  0.054
11 H -0.077 0.691 -2.085  0.014
12 H 1.079 1.870 -1.765  0.029
13 H 1.443 0.039 -1.852  0.041
14 H -0.839 1.327 1.024  0.010

Cartesian forces (eV/Å) of the 2 atoms listed first:
0.98 -1.54 -0.26
-0.71 1.44 -1.30

---

Look up the gap between HOMO and LUMO of the third one.
6.23 eV

---

What did the third record say?
DFT (ωB97M-V with the def2-TZVPD basis set) results for an isolated ion of composition C2H7O3SSi and charge -1.

Summary:
gap between HOMO and LUMO = 6.23 eV
SMILES string = CO[Si@H](C)OS[O-]
largest force on an atom = 4.675 eV/A
total charge = -1
DFT total energy = -993.81936 hartree
relative energy (zero: lowest compared OMol25 entry of this formula, charge and spin) = 63.6 kcal/mol

Each line ends with the Löwdin charge.
Atoms and positions in Å:
1 C -1.871 -1.635 0.077  -0.322
2 C 0.809 0.839 -1.463  -0.210
3 O 1.305 -0.082 1.261  -0.646
4 O 2.605 2.196 1.986  -0.821
5 O -0.802 -1.089 -0.554  -0.369
6 Si 0.280 0.580 0.274  0.514
7 S 2.489 0.718 2.411  0.602
8 H -2.342 -1.039 0.808  0.034
9 H -1.443 -2.539 0.530  0.070
10 H -2.635 -1.876 -0.651  0.054
11 H -0.077 0.691 -2.085  0.014
12 H 1.079 1.870 -1.765  0.029
13 H 1.443 0.039 -1.852  0.041
14 H -0.839 1.327 1.024  0.010

Cartesian forces (eV/Å) of the 2 atoms listed first:
0.98 -1.54 -0.26
-0.71 1.44 -1.30